# 1
Here is a 2-piece molecular cluster, C4H10P5 overall in a non-equilibrium geometry from the OMol25 dataset. Energies are from ωB97M-V with the def2-TZVPD basis set.

The geometry in ORCA input format:
```
! RIJCOSX wB97M-V def2-TZVPD def2/J DEFGRID3
* xyz 1 1
C -2.25 1.03 1.17
C 1.94 1.05 0.11
C -2.12 0.55 -0.15
C 1.21 0.52 -1.10
P 2.12 -3.22 0.06
P 0.08 -3.93 0.14
P 0.66 -2.80 -1.66
P 0.55 -2.01 1.20
P 0.07 -0.83 -0.65
H -2.98 0.45 1.85
H -1.28 1.10 1.55
H -2.59 2.20 1.09
H 2.02 2.13 0.17
H 1.53 0.74 1.06
H 2.95 0.91 0.07
H -1.73 1.17 -0.91
H -2.84 -0.27 -0.43
H 2.03 0.05 -1.82
H 0.64 1.16 -1.72
*
```

Calculated values
Kohn-Sham gap (eV): 7.3
Energy above the lowest of the compared OMol25 structures with the same formula, charge and spin (kcal per mole): 53.2

Mulliken population analysis, charges in e, atoms 1 to 4: number 1, C, carries -0.670; number 2, C, carries -1.199; number 3, C, carries -0.589; number 4, C, carries -0.392

# 2
Here is a 2-piece molecular cluster, C4H10S overall in a non-equilibrium geometry from the OMol25 dataset. Energies are from ωB97M-V with the def2-TZVPD basis set.

The geometry in ORCA input format:
```
! RIJCOSX wB97M-V def2-TZVPD def2/J DEFGRID3
* xyz 0 1
C -0.91 -0.05 2.92
C -0.55 -1.32 2.87
H -0.21 0.73 3.22
H -1.94 0.29 2.96
H 0.45 -1.67 2.66
H -1.31 -2.10 2.96
C 0.04 1.72 -1.62
S 0.18 0.17 -0.75
C 0.96 -0.85 -2.09
H 0.99 2.16 -1.93
H -0.56 1.68 -2.52
H -0.40 2.47 -0.96
H 1.99 -0.99 -1.82
H 0.51 -0.49 -3.00
H 0.60 -1.85 -1.82
*
```

Calculated values
Kohn-Sham gap (eV): 9.4
Energy above the lowest of the compared OMol25 structures with the same formula, charge and spin (kcal per mole): 39.9

Mulliken population analysis, charges in e, atoms 1 to 4: number 1, C, carries -0.496; number 2, C, carries -0.410; number 3, H, carries 0.228; number 4, H, carries 0.226

# 3
Here is one molecule with the formula C4H10S in a non-equilibrium geometry from the OMol25 dataset. Energies are from ωB97M-V with the def2-TZVPD basis set.

The geometry in ORCA input format:
```
! RIJCOSX wB97M-V def2-TZVPD def2/J DEFGRID3
* xyz 0 1
C 0.21 -2.64 0.22
C 0.33 -1.37 -0.55
S 0.65 0.03 0.58
C -0.10 1.41 -0.36
C -0.37 2.56 0.60
H 1.21 -3.13 0.36
H -0.33 -2.53 1.17
H -0.44 -3.26 -0.36
H -0.53 -1.06 -1.10
H 1.09 -1.39 -1.40
H -1.06 1.18 -0.91
H 0.59 1.86 -1.09
H -0.81 2.14 1.46
H 0.65 2.79 1.04
H -1.08 3.41 0.35
*
```

Calculated values
Kohn-Sham gap (eV): 9.7
Energy above the lowest of the compared OMol25 structures with the same formula, charge and spin (kcal per mole): 17.9

Mulliken population analysis, charges in e, atoms 1 to 4: number 1, C, carries -1.130; number 2, C, carries -0.239; number 3, S, carries -0.143; number 4, C, carries -0.333

# 4
Here is a 2-piece molecular cluster, C4H10S overall in a non-equilibrium geometry from the OMol25 dataset. Energies are from ωB97M-V with the def2-TZVPD basis set.

The geometry in ORCA input format:
```
! RIJCOSX wB97M-V def2-TZVPD def2/J DEFGRID3
* xyz 0 1
C -2.28 -0.03 1.98
C -1.98 -1.18 1.32
H -3.08 0.64 1.64
H -1.43 0.47 2.48
H -2.76 -1.62 0.66
H -0.98 -1.64 1.46
C 1.27 -0.12 -1.90
C 1.59 0.23 -0.42
S 0.94 1.77 0.14
H 0.20 -0.26 -2.05
H 1.69 0.61 -2.51
H 1.64 -1.02 -2.18
H 2.63 0.07 -0.17
H 1.06 -0.53 0.25
H 1.49 2.61 -0.72
*
```

Calculated values
Kohn-Sham gap (eV): 10.0
Energy above the lowest of the compared OMol25 structures with the same formula, charge and spin (kcal per mole): 37.0

Mulliken population analysis, charges in e, atoms 1 to 4: number 1, C, carries -0.472; number 2, C, carries -0.431; number 3, H, carries 0.254; number 4, H, carries 0.198

# 5
Here is one molecule with the formula C4H10S2 in a non-equilibrium geometry from the OMol25 dataset. Energies are from ωB97M-V with the def2-TZVPD basis set.

The geometry in ORCA input format:
```
! RIJCOSX wB97M-V def2-TZVPD def2/J DEFGRID3
* xyz 0 1
C -0.96 -1.41 -0.77
C -1.28 0.07 -0.51
C -0.45 1.14 -1.32
S 1.26 1.21 -0.73
S 2.02 -0.29 0.35
C 1.71 0.23 2.17
H -1.47 -2.09 -0.08
H 0.06 -1.76 -0.94
H -1.45 -1.68 -1.70
H -1.01 0.29 0.52
H -2.34 0.15 -0.73
H -0.93 2.10 -1.20
H -0.38 0.77 -2.35
H 0.77 0.77 2.28
H 2.41 1.08 2.20
H 2.05 -0.58 2.82
*
```

Calculated values
Kohn-Sham gap (eV): 9.5
Energy above the lowest of the compared OMol25 structures with the same formula, charge and spin (kcal per mole): 26.6

Mulliken population analysis, charges in e, atoms 1 to 4: number 1, C, carries -1.121; number 2, C, carries -0.436; number 3, C, carries -0.462; number 4, S, carries -0.124

# 6
Here is one molecule with the formula C4H10S2 from the OMol25 dataset. Energies are from ωB97M-V with the def2-TZVPD basis set.

The geometry in ORCA input format:
```
! RIJCOSX wB97M-V def2-TZVPD def2/J DEFGRID3
* xyz 0 1
C 1.76 -0.27 -2.38
C 1.46 0.71 -1.26
C 1.34 0.06 0.11
S -0.07 -1.08 0.29
S -1.67 0.20 0.30
C -1.65 0.82 2.00
H 2.68 -0.82 -2.18
H 1.86 0.25 -3.33
H 0.95 -1.00 -2.49
H 0.53 1.24 -1.47
H 2.26 1.46 -1.20
H 1.31 0.80 0.91
H 2.21 -0.59 0.30
H -2.51 1.48 2.10
H -0.74 1.38 2.21
H -1.73 -0.01 2.69
*
```

Calculated values
Kohn-Sham gap (eV): 9.6
Energy above the lowest of the compared OMol25 structures with the same formula, charge and spin (kcal per mole): 0.0

Mulliken population analysis, charges in e, atoms 1 to 4: number 1, C, carries -1.159; number 2, C, carries -0.255; number 3, C, carries -0.701; number 4, S, carries -0.090

Number 1: E_HOMO -12.40 eV. Number 2: E_HOMO -8.37 eV. Number 3: E_HOMO -8.49 eV. Number 4: E_HOMO -9.01 eV. Number 5: E_HOMO -8.66 eV. Number 6: E_HOMO -8.75 eV.